No. 1
{"formula": "CH2Cl4N2", "method": "ωB97M-V with the def2-TZVPD basis set", "lumo_ev": [-0.08, -1.87], "energy_ev": -54132.7608, "multiplicity": 3, "homo_lumo_gap_ev": [6.34, 8.26], "largest_force_ev_per_a": 2.61, "relative_energy_kcal_mol": 29.4, "elements": ["C", "N", "N", "Cl", "Cl", "Cl", "Cl", "H", "H"], "coordinates": [[0.4305, -0.3494, 0.4488], [-0.7282, -0.1798, -0.1750], [0.9428, 2.0389, 0.1177], [0.5345, -0.3317, 2.1630], [-0.6786, -0.1193, -1.8636], [1.4884, 2.1713, -1.5321], [-0.6763, 2.5899, 0.0803], [1.0941, -0.9203, -0.1447], [-1.4472, 0.3362, 0.3035]], "nbo_charge": [-0.148, -0.610, -0.290, 0.010, 0.160, 0.149, 0.129, 0.193, 0.408]}

=====

No. 2
{"formula": "CH2ClF2N3", "method": "ωB97M-V with the def2-TZVPD basis set", "lumo_ev": -0.54, "smiles": "N=C=NCl.FNF", "energy_ev": -23490.6687, "homo_lumo_gap_ev": 9.34, "largest_force_ev_per_a": 2.90, "relative_energy_kcal_mol": 131.1, "elements": ["N", "C", "N", "Cl", "H", "F", "N", "F", "H"], "coordinates": [[0.9842, 1.7636, 0.7813], [1.6625, 0.9556, 0.2457], [2.1837, 0.0885, -0.4232], [3.6933, -0.7646, -0.2542], [0.1114, 2.1690, 0.6096], [-1.4630, -1.4293, -0.6096], [-0.4667, -1.3616, 0.3878], [-0.8499, -2.3019, 1.3334], [0.4233, -1.6117, -0.0532]], "nbo_charge": [-0.691, 0.688, -0.608, 0.177, 0.434, -0.242, 0.123, -0.224, 0.343]}

=====

No. 3
{"formula": "CH2ClF2NS", "method": "ωB97M-V with the def2-TZVPD basis set", "lumo_ev": -0.46, "energy_ev": -31350.2172, "homo_lumo_gap_ev": 9.95, "largest_force_ev_per_a": 5.81, "relative_energy_kcal_mol": 27.6, "elements": ["C", "N", "F", "F", "S", "Cl", "H", "H"], "coordinates": [[0.1165, -0.6020, -0.9832], [-1.2019, -0.9355, -1.2891], [-2.1791, -0.8630, 1.2607], [-3.0721, 0.6123, -0.2840], [-2.5329, -0.9027, -0.3723], [0.6946, -1.4467, 0.6177], [0.1361, 0.3789, -0.5815], [0.8296, -0.7857, -1.7792]], "nbo_charge": [-0.156, -0.825, -0.485, -0.496, 1.682, -0.150, 0.200, 0.229]}

=====

No. 4
{"formula": "CH2ClHfNO2", "method": "ωB97M-V with the def2-TZVPD basis set", "charge": 4, "lumo_ev": -25.26, "energy_ev": -20409.0622, "homo_lumo_gap_ev": 4.65, "largest_force_ev_per_a": 4.77, "elements": ["O", "C", "O", "N", "Cl", "H", "H", "Hf"], "coordinates": [[1.0286, 0.1021, 1.9210], [0.3202, -0.0578, 1.0395], [-0.8244, -0.7165, 1.2628], [0.6856, 0.5682, -0.3720], [-0.3380, 1.9779, -0.4536], [-1.0828, -1.3001, 0.5198], [0.2493, -0.0738, -1.1223], [-0.0386, -0.5001, -2.7951]], "nbo_charge": [-0.004, 0.840, -0.461, -0.451, 0.669, 0.512, -0.042, 2.936]}

=====

No. 5
{"formula": "CH2ClI3Si", "method": "ωB97M-V with the def2-TZVPD basis set", "lumo_ev": [-3.81, -3.81], "energy_ev": -45770.7430, "homo_lumo_gap_ev": [4.47, 4.47], "largest_force_ev_per_a": 4.33, "relative_energy_kcal_mol": 90.4, "elements": ["C", "Si", "Cl", "I", "I", "I", "H", "H"], "coordinates": [[0.8893, 0.1169, -0.3560], [-0.9540, -0.3056, 0.0050], [1.5516, -1.3878, -0.9742], [-0.7892, -1.8103, 1.9686], [-0.7438, 3.5231, 1.7276], [-2.3529, -1.5973, -1.5446], [1.5498, 0.4820, 0.4054], [0.8491, 0.9790, -1.2317]], "nbo_charge": [-0.909, 0.966, 0.010, -0.113, -0.470, -0.036, 0.281, 0.271]}

=====

No. 6
{"formula": "CH2ClN", "method": "ωB97M-V with the def2-TZVPD basis set", "lumo_ev": -0.80, "smiles": "C=NCl", "energy_ev": -15079.6773, "homo_lumo_gap_ev": 9.89, "largest_force_ev_per_a": 3.39, "relative_energy_kcal_mol": 35.9, "elements": ["C", "N", "Cl", "H", "H"], "coordinates": [[-0.4652, -0.1651, -0.2664], [0.3220, -0.4606, 0.6324], [1.8879, 0.8257, 0.9521], [-1.2982, -0.8620, -0.3503], [-0.4464, 0.6621, -0.9678]], "nbo_charge": [-0.118, -0.213, -0.097, 0.220, 0.208]}

=====

No. 7
{"formula": "CH2ClN2O2", "method": "ωB97M-V with the def2-TZVPD basis set", "charge": -1, "lumo_ev": 3.12, "energy_ev": -20665.0777, "homo_lumo_gap_ev": 7.42, "largest_force_ev_per_a": 4.35, "relative_energy_kcal_mol": 19.6, "elements": ["C", "N", "N", "O", "O", "Cl", "H", "H"], "coordinates": [[0.0174, -0.1649, 0.8734], [-0.6823, -0.6451, -0.0786], [-0.9297, 0.2385, -1.1331], [-1.1094, 1.3962, -0.8297], [-0.8926, -0.2274, -2.2449], [3.0065, -0.5077, 0.9321], [0.3370, -0.8973, 1.7114], [0.2530, 0.8079, 0.7695]], "nbo_charge": [0.043, -0.369, 0.618, -0.420, -0.368, -0.935, 0.243, 0.189]}

=====

No. 8
{"formula": "CH2ClN2O2", "method": "ωB97M-V with the def2-TZVPD basis set", "charge": -1, "lumo_ev": 4.14, "smiles": "[O-][N+]([O-])=NCCl", "energy_ev": -20665.1366, "homo_lumo_gap_ev": 8.74, "largest_force_ev_per_a": 2.97, "relative_energy_kcal_mol": 18.2, "elements": ["O", "N", "O", "N", "C", "Cl", "H", "H"], "coordinates": [[0.8279, -0.4355, 1.3780], [1.2409, 0.1150, 0.3450], [2.4610, 0.2942, 0.1789], [0.4302, 0.5179, -0.6167], [-0.7731, -0.1136, -0.5304], [-1.9225, 0.8129, 0.8328], [-0.6811, -1.1227, -0.1819], [-1.5832, -0.0682, -1.4057]], "nbo_charge": [-0.511, 0.589, -0.513, -0.475, -0.103, -0.363, 0.184, 0.192]}